Record 1
Molecular formula: C37H42N4O4PdS2
Method: DFT, ωB97M-V/def2-TZVPD

Results
highest occupied orbital energy: -12.80 eV
orbital gap: 6.405 eV
total charge: +2
energy above the lowest of the compared OMol25 structures with the same formula, charge and spin: 0.00 kcal/mol
LUMO energy: -6.397 eV

Each line ends with the Löwdin charge.
Positions of all 90 atoms, in Å:
Pd: 0.418 0.469 -0.337  0.922
N: 2.341 0.908 0.088  -0.019
C: 2.988 1.753 -0.970  -0.232
C: 3.484 3.028 -0.276  -0.138
C: 4.180 4.133 -1.070  -0.162
C: 5.439 3.743 -1.841  -0.153
N: 5.037 3.029 -3.049  0.088
C: 5.793 2.237 -3.778  -0.437
N: 5.206 1.399 -4.640  0.211
N: 7.128 2.234 -3.649  0.214
C: 2.056 1.933 -2.192  -0.569
O: 2.452 2.654 -3.120  0.024
O: 0.952 1.315 -2.198  -0.108
H: 2.370 1.390 0.983  0.091
H: 2.832 0.024 0.209  0.119
H: 3.833 1.178 -1.365  0.155
H: 4.157 2.704 0.525  0.126
H: 2.616 3.485 0.213  0.133
H: 4.456 4.908 -0.354  0.125
H: 3.477 4.596 -1.764  0.124
H: 6.106 3.117 -1.239  0.130
H: 5.981 4.654 -2.105  0.130
H: 4.014 2.888 -3.136  0.069
H: 4.197 1.379 -4.684  0.124
H: 5.726 0.956 -5.376  0.128
H: 7.585 3.005 -3.193  0.122
H: 7.698 1.650 -4.237  0.129
O: -1.517 -0.007 -0.835  -0.638
S: -2.049 0.561 -2.166  1.073
C: -2.142 -0.872 -3.277  -0.289
C: -0.812 -1.640 -3.355  -0.216
C: -0.896 -3.060 -2.789  -0.208
C: -1.262 -3.170 -1.313  -0.314
S: 0.150 -3.071 -0.172  0.981
O: 1.076 -2.006 -0.693  -0.587
C: 0.913 -4.635 -0.578  -0.403
C: 2.050 -4.656 -1.367  -0.082
C: 2.635 -5.879 -1.667  -0.061
C: 2.088 -7.054 -1.173  -0.062
C: 0.957 -7.016 -0.368  -0.062
C: 0.367 -5.801 -0.059  -0.087
C: -3.782 0.786 -1.852  -0.393
C: -4.334 0.375 -0.649  -0.064
C: -5.694 0.561 -0.446  -0.056
C: -6.474 1.146 -1.431  -0.054
C: -5.902 1.563 -2.626  -0.053
C: -4.544 1.393 -2.841  -0.076
H: -2.412 -0.434 -4.238  0.101
H: -2.973 -1.496 -2.947  0.107
H: -0.007 -1.084 -2.870  0.078
H: -0.533 -1.719 -4.407  0.121
H: 0.056 -3.565 -2.967  0.109
H: -1.642 -3.619 -3.361  0.125
H: -1.723 -4.132 -1.086  0.094
H: -1.947 -2.384 -0.990  0.066
H: 2.463 -3.724 -1.727  0.104
H: 3.523 -5.914 -2.284  0.110
H: 2.549 -8.003 -1.408  0.112
H: 0.541 -7.933 0.028  0.113
H: -0.503 -5.765 0.586  0.113
H: -3.704 -0.071 0.109  0.082
H: -6.143 0.249 0.487  0.111
H: -7.533 1.288 -1.266  0.115
H: -6.510 2.031 -3.387  0.117
H: -4.090 1.737 -3.762  0.118
C: -0.214 0.574 1.534  -0.012
C: -0.782 0.655 2.618  -0.084
C: -1.509 0.786 3.787  -0.068
C: -2.546 -0.189 4.061  -0.162
C: -2.930 -0.492 5.379  -0.002
C: -3.899 -1.449 5.616  -0.040
C: -4.503 -2.103 4.550  -0.033
C: -4.119 -1.826 3.241  -0.047
C: -3.135 -0.893 2.996  0.002
C: -1.224 1.892 4.677  -0.172
C: 0.078 2.412 4.741  -0.004
C: 0.363 3.469 5.580  -0.048
C: -0.654 4.050 6.331  -0.034
C: -1.956 3.573 6.246  -0.041
C: -2.243 2.494 5.433  -0.007
H: -2.431 -0.016 6.210  0.125
H: -4.178 -1.693 6.631  0.119
H: -5.267 -2.844 4.741  0.119
H: -4.590 -2.348 2.419  0.113
H: -2.817 -0.676 1.984  0.095
H: 0.858 1.950 4.150  0.113
H: 1.373 3.847 5.653  0.114
H: -0.431 4.887 6.978  0.119
H: -2.746 4.050 6.809  0.119
H: -3.261 2.145 5.337  0.125

=====

Record 2
Molecular formula: C5H12N2
Method: DFT, ωB97M-V/def2-TZVPD

Results
highest occupied orbital energy (alpha / beta): -12.66 / -12.62 eV
orbital gap (alpha / beta): 9.511 / 5.598 eV
total charge: +1
multiplicity: 2
energy above the lowest of the compared OMol25 structures with the same formula, charge and spin: 45.10 kcal/mol
LUMO energy (alpha / beta): -3.145 / -7.021 eV

Each line ends with the Löwdin spin population.
Positions of all 19 atoms, in Å:
C: -0.491 1.758 0.508  0.024
C: 0.111 1.046 -0.693  0.034
C: 0.137 -0.462 -0.408  0.343
C: -0.539 -1.392 -1.115  0.200
N: -0.844 -2.648 -0.884  0.284
C: 1.006 -0.714 0.822  0.038
N: 0.566 2.367 1.343  0.014
H: -0.889 2.665 0.005  0.006
H: -1.375 1.383 1.035  0.000
H: -0.465 1.176 -1.632  0.000
H: 1.147 1.333 -1.022  0.015
H: -1.275 -1.018 -1.988  0.005
H: -1.202 -3.330 -1.544  0.006
H: -0.624 -3.104 -0.004  0.006
H: 1.880 -0.113 1.064  0.001
H: 1.514 -1.719 0.710  0.009
H: 0.378 -0.944 1.656  0.016
H: 1.258 1.668 1.492  0.000
H: 0.274 2.817 2.205  0.000

=====

Record 3
Molecular formula: FH4IO3SSi2
Method: DFT, ωB97M-V/def2-TZVPD

Results
highest occupied orbital energy: -10.77 eV
orbital gap: 9.022 eV
LUMO energy: -1.744 eV

Each line ends with the Löwdin charge.
Positions of all 12 atoms, in Å:
O: 1.286 1.915 0.115  -0.383
S: 1.926 0.491 -0.019  0.695
O: 2.642 0.373 -1.419  -0.415
F: 3.191 0.228 1.149  -0.289
Si: 0.431 -1.073 0.014  0.080
I: -0.432 -1.421 -2.281  0.551
O: -0.915 -0.716 1.086  -0.539
Si: -2.054 0.410 0.360  0.506
H: 0.973 -2.381 0.460  -0.015
H: -3.119 -0.382 -0.290  -0.062
H: -2.559 1.260 1.438  -0.064
H: -1.371 1.296 -0.613  -0.065

=====

Record 4
Molecular formula: C18H20BN3O3Os
Method: DFT, ωB97M-V/def2-TZVPD

Results
highest occupied orbital energy (alpha / beta): -8.62 / -8.64 eV
orbital gap (alpha / beta): 8.174 / 6.664 eV
multiplicity: 5
LUMO energy (alpha / beta): -0.449 / -1.973 eV

Each line ends with the Löwdin spin population.
Positions of all 46 atoms, in Å:
Os: 1.414 -0.495 -0.392  2.736
O: 1.069 -2.287 -1.093  0.199
C: 0.016 -3.087 -0.925  0.008
C: 0.089 -4.331 -1.569  0.012
C: -0.915 -5.265 -1.458  0.001
C: -2.042 -4.993 -0.684  0.012
C: -2.133 -3.777 -0.049  0.003
C: -1.139 -2.794 -0.161  0.014
C: -1.404 -1.539 0.520  0.039
N: -0.766 -0.456 0.309  0.171
N: -1.054 0.697 0.968  0.024
C: -0.057 1.524 0.996  0.013
O: 1.135 1.288 0.491  0.116
C: -0.249 2.841 1.638  0.000
C: -1.521 3.287 1.987  0.001
C: -1.676 4.524 2.587  0.000
C: -0.569 5.320 2.848  0.001
C: 0.700 4.878 2.502  0.000
C: 0.861 3.643 1.895  0.002
H: 0.983 -4.528 -2.146  0.001
H: -0.822 -6.212 -1.973  0.000
H: -2.830 -5.726 -0.583  0.001
H: -3.003 -3.554 0.558  0.000
H: -2.223 -1.531 1.240  0.008
H: -2.375 2.657 1.784  0.000
H: -2.665 4.874 2.854  0.000
H: -0.694 6.283 3.326  0.000
H: 1.564 5.497 2.704  0.000
H: 1.845 3.289 1.621  0.000
B: 1.853 -2.188 3.844  0.026
C: 1.905 -1.647 2.413  0.104
N: 1.872 -1.240 1.321  0.049
H: 1.696 -3.382 3.765  0.007
H: 2.841 -1.882 4.458  0.009
H: 0.870 -1.639 4.299  0.011
C: -0.467 1.555 -3.255  0.013
C: 1.010 1.195 -3.138  0.032
C: 1.551 0.585 -4.427  0.007
O: 1.191 0.291 -2.089  0.370
H: -0.603 2.297 -4.041  0.002
H: -0.832 1.964 -2.312  0.000
H: -1.050 0.665 -3.499  0.000
H: 1.571 2.111 -2.913  0.008
H: 0.947 -0.280 -4.706  0.000
H: 2.579 0.257 -4.279  0.000
H: 1.525 1.314 -5.237  0.000

=====

Record 5
Molecular formula: C26H24F5LuNOP2
Method: DFT, ωB97M-V/def2-TZVPD

Results
highest occupied orbital energy: -10.64 eV
orbital gap: 7.273 eV
total charge: +1
LUMO energy: -3.362 eV

Each line ends with the Löwdin charge.
Positions of all 60 atoms, in Å:
C: -1.082 3.403 -2.374  -0.039
C: -0.879 2.098 -1.929  -0.220
C: 0.457 1.646 -1.786  -0.191
C: 1.522 2.444 -2.185  -0.114
C: 1.302 3.754 -2.606  -0.012
C: -0.005 4.234 -2.695  -0.058
C: 2.939 1.914 -1.960  -0.197
C: 2.987 0.383 -2.040  -0.114
C: 1.852 -0.326 -1.666  -0.206
C: 1.841 -1.752 -1.723  -0.221
C: 3.049 -2.398 -1.980  -0.041
C: 4.216 -1.676 -2.245  -0.056
C: 4.182 -0.283 -2.296  -0.010
H: -2.105 3.774 -2.465  0.120
H: 2.164 4.378 -2.854  0.126
H: -0.186 5.257 -3.023  0.112
H: 3.571 2.298 -2.769  0.160
H: 3.072 -3.490 -1.976  0.120
H: 5.151 -2.203 -2.430  0.113
H: 5.073 0.307 -2.525  0.127
N: 0.746 0.413 -1.144  -0.207
Lu: 0.407 0.014 0.743  1.462
C: -2.052 1.192 -1.595  -0.285
H: -2.013 0.261 -2.185  0.095
H: -3.001 1.706 -1.798  0.098
C: 0.560 -2.552 -1.541  -0.291
H: -0.227 -2.190 -2.224  0.096
H: 0.746 -3.615 -1.750  0.094
P: -2.106 0.678 0.179  0.803
P: -0.193 -2.509 0.163  0.784
C: 0.846 -3.694 1.068  -0.243
H: 0.620 -3.600 2.139  0.046
H: 0.621 -4.715 0.732  0.059
H: 1.910 -3.473 0.911  0.051
C: -1.728 -3.437 -0.082  -0.243
H: -1.488 -4.488 -0.294  0.063
H: -2.323 -3.381 0.838  0.036
H: -2.309 -3.012 -0.910  0.045
C: -2.630 2.218 0.990  -0.228
H: -3.720 2.314 0.900  0.056
H: -2.358 2.178 2.053  0.042
H: -2.136 3.085 0.534  0.056
C: -3.587 -0.356 0.307  -0.233
H: -3.514 -0.962 1.219  0.041
H: -4.471 0.292 0.376  0.058
H: -3.671 -1.027 -0.556  0.047
C: 3.292 2.285 -0.622  -0.210
O: 2.860 1.937 0.451  0.081
H: 4.024 2.934 -1.101  0.147
F: -2.094 -2.595 3.058  0.039
C: -1.554 -1.438 3.551  -0.239
C: -0.748 -0.639 2.769  -0.172
C: -0.255 0.514 3.367  -0.249
F: 0.591 1.350 2.563  -0.097
C: -0.539 0.918 4.664  -0.134
F: -0.047 2.078 5.153  0.115
C: -1.366 0.092 5.428  -0.108
F: -1.682 0.428 6.695  0.127
C: -1.866 -1.086 4.870  -0.119
F: -2.667 -1.884 5.609  0.117

=====

Record 6
Molecular formula: C3H10FN3O3S
Method: DFT, ωB97M-V/def2-TZVPD

Results
highest occupied orbital energy: -10.02 eV
orbital gap: 10.725 eV
LUMO energy: 0.700 eV

Each line ends with the Löwdin charge.
Positions of all 21 atoms, in Å:
N: -1.120 0.189 2.620  0.004
C: -0.694 -0.773 1.606  -0.214
C: -1.262 -0.392 0.229  -0.375
O: -2.487 0.301 0.341  -0.034
C: -0.347 0.508 -0.599  -0.149
N: 0.913 -0.184 -0.937  -0.286
N: 1.974 0.279 -0.098  0.039
S: 1.412 -0.093 -2.530  0.606
O: 1.857 1.214 -2.871  -0.243
O: 2.188 -1.241 -2.825  -0.234
F: 0.028 -0.300 -3.221  -0.130
H: -0.634 1.072 2.530  0.079
H: -0.959 -0.165 3.552  0.074
H: 0.390 -0.881 1.515  0.096
H: -1.092 -1.748 1.893  0.118
H: -1.404 -1.321 -0.335  0.144
H: -2.720 0.297 1.280  0.075
H: -0.114 1.430 -0.058  0.130
H: -0.893 0.792 -1.496  0.119
H: 2.814 -0.250 -0.303  0.093
H: 2.150 1.265 -0.293  0.090

=====

Record 7
Molecular formula: C12H30KO6
Method: DFT, ωB97M-V/def2-TZVPD

Results
highest occupied orbital energy: -12.48 eV
orbital gap: 10.109 eV
total charge: +1
energy above the lowest of the compared OMol25 structures with the same formula, charge and spin: 41.85 kcal/mol
LUMO energy: -2.374 eV

Each line ends with the Löwdin charge.
Positions of all 49 atoms, in Å:
K: -20.941 4.757 -4.947  0.897
C: -17.502 4.360 0.293  -0.095
O: -18.621 4.261 -0.585  -0.212
C: -19.336 3.014 -0.475  -0.151
C: -20.571 3.210 -1.386  -0.166
O: -20.474 3.066 -2.817  -0.274
C: -19.978 1.722 -3.193  -0.060
H: -16.965 5.308 0.279  0.083
H: -16.765 3.627 -0.037  0.091
H: -17.771 4.361 1.350  0.091
H: -19.663 2.782 0.538  0.130
H: -18.647 2.226 -0.780  0.119
H: -21.071 4.177 -1.318  0.087
H: -21.327 2.500 -1.051  0.125
H: -18.906 1.633 -3.020  0.081
H: -20.112 1.509 -4.253  0.087
H: -20.319 0.903 -2.559  0.095
C: -24.257 2.639 -4.691  -0.098
O: -23.500 3.812 -4.960  -0.281
C: -24.233 4.660 -5.978  -0.141
C: -24.090 6.101 -5.655  -0.179
O: -22.704 6.632 -5.731  -0.292
C: -22.551 7.963 -5.181  -0.061
H: -25.346 2.608 -4.670  0.095
H: -23.822 2.294 -3.753  0.093
H: -24.006 1.997 -5.536  0.093
H: -25.304 4.462 -6.003  0.131
H: -23.878 4.470 -6.991  0.134
H: -24.573 6.364 -4.714  0.127
H: -24.724 6.711 -6.298  0.133
H: -23.067 8.622 -5.879  0.095
H: -21.488 8.190 -5.259  0.093
H: -22.981 7.953 -4.179  0.084
C: -22.634 6.035 -1.799  -0.089
O: -21.592 6.581 -2.588  -0.245
C: -20.426 6.965 -1.825  -0.149
C: -19.335 7.565 -2.731  -0.141
O: -19.131 6.582 -3.805  -0.287
C: -17.927 6.840 -4.557  -0.072
H: -22.965 5.165 -2.365  0.082
H: -23.511 6.677 -1.880  0.093
H: -22.304 5.795 -0.788  0.099
H: -19.964 6.076 -1.396  0.101
H: -20.696 7.662 -1.032  0.135
H: -18.407 7.696 -2.175  0.124
H: -19.454 8.557 -3.168  0.124
H: -17.465 7.810 -4.373  0.097
H: -18.355 6.768 -5.556  0.083
H: -17.200 6.029 -4.505  0.090

=====

Record 8
Molecular formula: C28H30B2F4N9O4Sn
Method: DFT, ωB97M-V/def2-TZVPD

Results
highest occupied orbital energy: -16.88 eV
orbital gap: 6.142 eV
total charge: +3
LUMO energy: -10.738 eV

Each line ends with the Löwdin charge.
Positions of all 78 atoms, in Å:
Sn: -0.928 -0.033 -1.130  1.547
C: -3.841 0.042 -4.957  0.046
C: -2.812 0.135 -3.887  -0.224
N: -2.787 -0.509 -2.791  -0.025
O: -3.750 -1.497 -2.636  0.107
B: -3.482 -2.701 -3.272  -0.828
F: -4.241 -3.732 -3.012  0.319
F: -2.530 -2.761 -4.200  0.277
O: -1.868 -2.908 -1.082  0.055
N: -0.719 -2.664 -0.927  -0.017
C: -0.148 -3.185 0.330  -0.346
C: -1.177 -3.855 1.204  0.037
C: 1.809 -2.263 0.082  -0.277
N: 1.828 -1.683 -1.349  0.139
O: 2.971 -0.866 -1.581  0.095
B: 1.690 0.610 -3.223  -0.763
F: 4.053 1.209 -2.481  0.037
F: 1.914 -0.208 -4.306  0.185
O: 0.483 1.448 -3.323  0.008
N: -0.638 0.720 -3.271  -0.057
C: -1.607 1.017 -4.059  -0.184
C: -1.540 2.033 -5.140  0.047
C: 3.129 -1.857 0.717  0.046
H: -4.539 -0.767 -4.780  0.098
H: -3.387 -0.068 -5.942  0.117
H: -4.408 0.979 -4.969  0.124
H: -1.874 -3.111 1.594  0.112
H: -0.744 -4.410 2.023  0.092
H: -1.760 -4.549 0.601  0.112
H: -0.617 2.598 -5.080  0.096
H: -2.396 2.710 -5.087  0.117
H: -1.578 1.537 -6.113  0.121
H: 3.271 -2.295 1.693  0.091
H: 3.179 -0.775 0.811  0.106
H: 3.955 -2.186 0.090  0.124
C: -0.817 6.155 0.256  -0.010
C: -0.573 4.722 0.638  -0.219
C: -1.227 4.130 1.713  0.020
C: -0.952 2.826 2.082  0.003
C: -0.042 2.032 1.374  -0.224
N: 0.155 0.690 1.731  0.152
C: 0.411 0.280 2.910  -0.144
C: 0.620 1.167 4.064  0.043
C: 0.585 0.701 5.316  0.027
C: 0.378 -0.708 5.563  -0.155
C: 0.162 -1.192 6.946  0.012
C: 0.432 -1.607 4.507  0.037
C: 0.527 -1.193 3.185  -0.032
N: 0.828 -2.113 2.229  0.006
C: 1.420 -3.377 2.537  -0.050
C: 1.684 -4.206 1.538  0.014
C: 1.315 -3.742 0.148  -0.061
N: 0.557 -1.891 0.856  0.067
C: 0.561 2.607 0.217  -0.097
C: 0.307 3.933 -0.100  0.046
N: 1.412 1.836 -0.700  -0.016
C: 2.267 2.413 -1.486  0.120
C: 2.786 1.732 -2.740  -0.116
C: 1.708 -0.225 -1.774  -0.292
N: 1.096 0.502 -0.726  -0.117
H: -1.632 6.589 0.830  0.093
H: -1.045 6.249 -0.807  0.098
H: 0.079 6.754 0.439  0.106
H: -1.953 4.702 2.278  0.139
H: -1.478 2.380 2.917  0.134
H: 0.771 2.220 3.877  0.134
H: 0.699 1.373 6.158  0.144
H: -0.130 -0.391 7.620  0.104
H: 1.096 -1.623 7.329  0.131
H: -0.575 -1.995 6.974  0.113
H: 0.386 -2.662 4.745  0.132
H: 1.685 -3.578 3.563  0.143
H: 2.145 -5.169 1.703  0.150
H: 1.538 -4.452 -0.648  0.164
H: 0.787 4.383 -0.960  0.132
H: 2.519 3.441 -1.262  0.159
H: 2.917 2.511 -3.495  0.175
H: 1.683 -2.359 -2.098  0.204

=====

Going through the records in order, we get max |F| values of 1.288 5.998 9.309 2.039 5.739 0.309 3.628 2.573 eV/Å.